#one
Density functional theory data (ωB97M-V/def2-TZVPD) for a structure of composition C5H9ClO.

Each line ends with the natural charge from an NBO analysis.
Element x y z (Å)
C 1.046 -1.241 0.541  -0.396
C -0.120 -0.411 0.928  -0.401
C -2.436 0.480 0.450  -0.652
C 2.580 1.336 -1.053  -0.583
C -1.048 -0.110 0.023  0.386
O -0.827 -0.218 -1.358  -0.677
Cl 2.869 0.046 0.017  0.205
H 1.520 -1.816 1.329  0.215
H 1.001 -1.710 -0.475  0.165
H -0.430 -0.460 1.983  0.224
H -3.204 0.184 -0.153  0.221
H -2.241 1.562 0.339  0.233
H -2.670 0.090 1.457  0.224
H 2.024 2.172 -0.621  0.184
H 2.017 0.918 -1.994  0.177
H -0.080 -0.824 -1.412  0.474

Values from the calculation:
HOMO energy (alpha / beta) = -8.0 / -6.9 eV
gap between HOMO and LUMO (alpha / beta) = 8.4 / 6.7 eV

---

#two
Density functional theory data (ωB97M-V/def2-TZVPD) for an isolated molecule of C5H9ClO.

Each line ends with the natural charge from an NBO analysis.
Element x y z (Å)
C -0.780 -1.408 1.292  -0.634
C 0.136 -0.239 1.155  -0.137
Cl 1.755 -0.629 0.357  -0.115
C -0.527 1.037 0.677  -0.456
C -1.099 1.138 -0.688  0.046
C -0.242 0.989 -1.919  -0.119
O -1.188 -0.020 -1.527  -0.494
H -0.434 -2.124 2.050  0.216
H -1.705 -0.987 1.653  0.213
H -0.923 -2.027 0.379  0.237
H 0.493 -0.093 2.179  0.215
H -1.324 1.139 1.489  0.221
H 0.157 1.887 0.961  0.236
H -1.847 1.864 -0.866  0.191
H 0.838 0.742 -1.886  0.196
H -0.516 1.361 -2.924  0.183

Values from the calculation:
HOMO energy = -10.3 eV
gap between HOMO and LUMO = 11.2 eV

---

#three
Density functional theory data (ωB97M-V/def2-TZVPD) for an isolated molecule of C5H9ClO.

Each line ends with the natural charge from an NBO analysis.
Element x y z (Å)
C 1.097 -1.457 -0.026  -0.418
C -0.047 -0.847 0.531  -0.391
C -2.258 0.498 0.391  -0.666
C 2.356 1.504 0.024  -0.788
C -1.014 -0.202 -0.161  0.401
O -0.934 0.053 -1.507  -0.675
Cl 2.694 -0.116 0.150  0.356
H 1.437 -2.244 0.775  0.234
H 1.011 -1.574 -1.017  0.181
H -0.170 -0.981 1.581  0.215
H -2.836 -0.379 0.881  0.225
H -2.695 0.809 -0.508  0.233
H -2.227 1.342 1.040  0.238
H 1.640 1.849 0.737  0.185
H 2.129 2.046 -0.993  0.194
H -0.185 -0.303 -1.898  0.476

Values from the calculation:
HOMO energy (alpha / beta) = -7.0 / -7.0 eV
gap between HOMO and LUMO (alpha / beta) = 7.4 / 7.4 eV

---

Which one sits at the bottom of the stability order? #three does.

---

#one
Density functional theory data (ωB97M-V/def2-TZVPD) for a structure of composition C4H8O3S.

Each line ends with the natural charge from an NBO analysis.
Element x y z (Å)
C -1.114 0.919 -0.038  0.481
C 0.964 -1.128 -0.827  -0.777
C -2.309 1.569 0.457  -0.722
C 1.102 -1.974 0.450  -0.642
O 2.091 0.850 0.601  -0.901
O 1.987 1.057 -1.824  -0.898
O -0.207 1.505 -0.561  -0.544
S 1.648 0.401 -0.661  2.222
H -1.116 -0.218 0.089  0.153
H 1.258 -1.390 -1.777  0.235
H -2.018 1.789 1.478  0.260
H -3.081 0.812 0.424  0.230
H -2.611 2.492 0.022  0.248
H 2.111 -2.425 0.461  0.212
H 0.475 -2.842 0.306  0.214
H 0.821 -1.417 1.401  0.228

Values from the calculation:
HOMO energy = -8.5 eV
gap between HOMO and LUMO = 9.0 eV

---

#two
Density functional theory data (ωB97M-V/def2-TZVPD) for an isolated molecule of C4H8O3S.

Each line ends with the natural charge from an NBO analysis.
Element x y z (Å)
C 0.310 -0.180 0.566  0.046
C 0.813 1.075 -0.203  -0.210
C 0.936 -1.632 0.364  -0.645
C 2.026 1.277 -0.814  -0.403
O -3.217 1.226 -0.032  -0.905
O -2.719 -1.012 -0.905  -0.933
O -1.051 -0.138 0.679  -0.704
S -1.972 0.195 -0.574  1.754
H 0.741 0.019 1.556  0.208
H 0.107 1.974 0.102  0.211
H 1.838 -1.785 -0.200  0.222
H 0.174 -2.251 -0.123  0.228
H 1.156 -2.127 1.260  0.216
H -4.022 0.699 0.425  0.502
H 2.206 2.232 -1.143  0.207
H 2.675 0.427 -0.958  0.203

Values from the calculation:
HOMO energy = -9.7 eV
gap between HOMO and LUMO = 10.4 eV

---

Which one sits at the bottom of the stability order? #one does.

---

#one
Density functional theory data (ωB97M-V/def2-TZVPD) for an isolated molecule of C19H26N4O3.

Each line ends with the natural charge from an NBO analysis.
Element x y z (Å)
C -5.296 -2.962 1.101  -0.709
C -4.279 -1.960 0.608  0.700
O -3.118 -2.274 0.392  -0.645
N -4.798 -0.722 0.448  -0.610
C -4.314 0.512 -0.059  0.173
C -5.305 1.366 -0.540  -0.235
C -5.009 2.622 -1.029  -0.222
C -3.693 3.052 -1.037  -0.202
C -2.697 2.225 -0.561  -0.210
C -2.979 0.952 -0.062  0.115
N -1.962 0.130 0.413  -0.645
C -0.698 0.472 0.772  0.697
O -0.252 1.596 0.809  -0.605
C 0.151 -0.753 1.126  -0.523
C 0.814 -1.224 -0.137  0.253
C -0.009 -1.995 -1.131  -0.710
N 2.028 -0.878 -0.282  -0.245
N 2.735 -1.173 -1.386  -0.461
C 4.035 -0.805 -1.592  0.703
O 4.572 -1.133 -2.631  -0.605
C 4.725 -0.003 -0.513  -0.318
C 4.035 1.347 -0.285  -0.402
C 4.802 2.155 0.757  -0.393
C 4.894 1.380 2.068  -0.396
C 5.578 0.035 1.842  -0.393
C 4.816 -0.782 0.804  -0.399
H -4.807 -3.921 1.249  0.247
H -6.094 -3.081 0.371  0.233
H -5.729 -2.631 2.043  0.233
H -5.796 -0.672 0.610  0.399
H -6.333 1.030 -0.526  0.200
H -5.800 3.257 -1.395  0.217
H -3.441 4.031 -1.412  0.219
H -1.674 2.559 -0.549  0.257
H -2.209 -0.864 0.454  0.436
H 0.917 -0.437 1.832  0.252
H -0.467 -1.542 1.555  0.221
H -0.925 -2.363 -0.680  0.248
H -0.270 -1.358 -1.979  0.235
H 0.553 -2.849 -1.511  0.224
H 2.308 -1.690 -2.156  0.378
H 5.741 0.181 -0.882  0.225
H 3.016 1.182 0.062  0.231
H 3.993 1.899 -1.227  0.208
H 4.296 3.108 0.924  0.210
H 5.809 2.368 0.390  0.190
H 5.448 1.961 2.808  0.204
H 3.887 1.213 2.456  0.195
H 5.629 -0.521 2.781  0.205
H 6.602 0.203 1.497  0.191
H 3.810 -0.986 1.168  0.221
H 5.323 -1.735 0.631  0.208

Values from the calculation:
HOMO energy = -8.6 eV
gap between HOMO and LUMO = 8.9 eV

---

#two
Density functional theory data (ωB97M-V/def2-TZVPD) for an isolated molecule of C19H26N4O3.

Each line ends with the natural charge from an NBO analysis.
Element x y z (Å)
C 5.922 1.262 -0.976  -0.615
C 4.528 0.946 -0.436  -0.212
N 4.098 -0.393 -0.790  -0.456
C 4.844 -1.489 -0.212  -0.208
C 4.723 -1.715 1.301  -0.635
C 2.679 -0.562 -0.922  -0.204
C 1.810 -0.219 0.322  -0.237
N 0.421 -0.384 0.016  -0.526
C -0.330 -1.390 0.401  0.219
C -1.653 -1.563 0.030  -0.439
C -2.373 -2.693 0.577  0.677
O -1.908 -3.543 1.308  -0.620
N -3.705 -2.749 0.193  -0.644
C -4.403 -1.826 -0.547  0.805
O -5.592 -1.932 -0.737  -0.617
N -3.655 -0.789 -1.064  -0.483
C -4.381 0.277 -1.738  -0.216
C -4.962 1.258 -0.705  -0.453
C -3.861 1.730 0.202  0.081
C -3.059 2.806 -0.155  -0.230
C -1.969 3.158 0.618  -0.204
C -1.661 2.434 1.758  -0.230
C -2.462 1.370 2.131  -0.199
C -3.557 1.023 1.359  -0.259
C -2.296 -0.615 -0.848  0.700
O -1.700 0.308 -1.396  -0.661
H 6.693 0.732 -0.425  0.202
H 6.114 2.328 -0.884  0.213
H 5.983 0.983 -2.024  0.215
H 3.818 1.639 -0.896  0.194
H 4.514 1.125 0.651  0.163
H 4.536 -2.400 -0.733  0.195
H 5.895 -1.319 -0.454  0.195
H 4.882 -0.789 1.847  0.203
H 5.479 -2.429 1.618  0.217
H 3.750 -2.119 1.569  0.196
H 2.336 0.078 -1.743  0.193
H 2.483 -1.600 -1.201  0.200
H 2.069 -0.867 1.160  0.201
H 1.987 0.820 0.610  0.203
H -0.039 0.259 -0.638  0.451
H 0.096 -2.125 1.076  0.226
H -4.250 -3.522 0.558  0.430
H -3.668 0.786 -2.388  0.234
H -5.183 -0.174 -2.325  0.234
H -5.735 0.744 -0.132  0.225
H -5.414 2.094 -1.239  0.220
H -3.285 3.363 -1.053  0.209
H -1.350 3.994 0.325  0.211
H -0.801 2.701 2.356  0.210
H -2.232 0.801 3.021  0.213
H -4.179 0.190 1.655  0.211

Values from the calculation:
HOMO energy = -8.3 eV
gap between HOMO and LUMO = 8.8 eV

---

Which one sits at the bottom of the stability order? #one does.

---

#one
Density functional theory data (ωB97M-V/def2-TZVPD) for a cluster of 2 separate species, C4H10O in total.

Each line ends with the natural charge from an NBO analysis.
Element x y z (Å)
C 0.000 0.000 0.000  -0.667
C 1.249 0.916 0.076  -0.188
C 1.670 1.739 -0.903  -0.191
C 1.022 1.850 -2.217  -0.664
H -0.912 0.600 0.160  0.216
H 0.049 -0.780 0.778  0.224
H -0.070 -0.490 -0.986  0.217
H 1.877 0.972 0.975  0.202
H 2.517 2.407 -0.700  0.198
H 1.267 1.010 -2.888  0.221
H 1.290 2.793 -2.722  0.217
H -0.066 1.847 -2.032  0.214
O -1.132 -3.581 1.867  -0.940
H -1.692 -4.341 2.142  0.471
H -1.771 -2.905 1.546  0.470

Values from the calculation:
HOMO energy = -9.0 eV
gap between HOMO and LUMO = 9.8 eV

---

#two
Density functional theory data (ωB97M-V/def2-TZVPD) for a cluster of 3 separate species, C4H10O in total.

Each line ends with the natural charge from an NBO analysis.
Element x y z (Å)
H -2.180 -1.533 -0.094  -0.047
H -1.497 -1.808 0.020  0.038
C 2.112 0.003 -0.516  -0.727
C 0.856 -0.820 -0.637  0.448
O 0.609 -1.734 0.114  -0.536
H 2.013 0.995 -0.963  0.219
H 2.397 0.081 0.536  0.238
H 2.906 -0.534 -1.046  0.244
H 0.181 -0.576 -1.483  0.118
C -1.897 1.045 0.124  -0.363
C -0.657 1.379 0.459  -0.415
H -2.305 1.260 -0.861  0.194
H -2.551 0.521 0.815  0.200
H -0.006 1.910 -0.230  0.189
H -0.237 1.121 1.428  0.202

Values from the calculation:
HOMO energy = -9.8 eV
gap between HOMO and LUMO = 10.9 eV

---

#three
Density functional theory data (ωB97M-V/def2-TZVPD) for a cluster of 2 separate species, C4H10O in total.

Each line ends with the natural charge from an NBO analysis.
Element x y z (Å)
C 1.295 -1.561 -1.032  -0.602
C -0.021 -0.848 -0.750  -0.400
C 0.010 -0.077 0.559  -0.587
C -1.677 1.929 0.620  0.051
O -0.926 2.615 1.462  -0.653
H 2.116 -0.842 -1.143  0.201
H 1.551 -2.230 -0.203  0.200
H 1.241 -2.157 -1.948  0.209
H -0.261 -0.163 -1.576  0.195
H -0.842 -1.572 -0.707  0.198
H 0.720 0.760 0.528  0.204
H 0.271 -0.706 1.416  0.205
H -1.142 2.039 -0.353  0.082
H -1.009 0.289 0.788  0.208
H -1.329 2.523 2.339  0.489

Values from the calculation:
HOMO energy = -8.7 eV
gap between HOMO and LUMO = 9.6 eV

---

Which one sits at the bottom of the stability order? #three does.